[1]
ORCA calculation (ωB97M-V/def2-TZVPD) on C30H60BBr24NO3 as an isolated structure in a non-equilibrium geometry.

As for the maximum force: 2.7 eV/A. The value obtained for the frontier orbital gap is 8.4129 eV. The value obtained for the calculated total energy is -1721414.2905 eV.

Positions of all 119 atoms, in Å:
1 C -0.6554 4.4007 2.7962
2 N 0.2081 3.9706 1.6983
3 C -0.4436 3.9833 0.3763
4 B 1.5132 4.6162 1.6916
5 O 2.5954 3.7877 1.5814
6 C 1.8147 6.1963 1.7240
7 C 1.1102 7.0959 0.6963
8 C 0.0624 7.7823 1.5805
9 O 0.8201 8.0775 2.7789
10 C 1.6064 6.9762 2.9917
11 O 2.0509 6.7084 4.0610
12 H -0.3488 3.9051 3.7169
13 H -1.6771 4.0793 2.5886
14 H -0.6958 5.4830 2.9512
15 H 0.2351 4.3445 -0.4001
16 H -1.3791 4.5459 0.3424
17 H -0.6527 2.9404 0.1327
18 H 3.3500 4.0356 2.1273
19 H 2.8802 6.2701 1.4893
20 H 0.6042 6.6146 -0.1358
21 H 1.7856 7.8992 0.4064
22 H -0.2820 8.6770 1.0646
23 H -0.8299 7.1764 1.6973
24 Br 5.9950 3.7297 3.1905
25 C 6.3698 3.0186 1.4131
26 C 6.4828 1.5212 1.4092
27 Br 8.1807 0.9111 2.1466
28 H 7.2692 3.5170 1.0676
29 H 5.5251 3.3218 0.7973
30 H 6.4617 1.1418 0.3903
31 H 5.6962 1.0456 1.9831
32 Br -1.5396 0.9781 -2.4750
33 C 0.2254 0.1670 -2.4272
34 C 0.5433 -0.4165 -1.0815
35 Br 1.0096 0.9504 0.2170
36 H 0.9305 0.9328 -2.7333
37 H 0.1939 -0.6177 -3.1809
38 H 1.4207 -1.0551 -1.1571
39 H -0.2834 -0.9805 -0.6609
40 Br 3.8162 -0.9625 3.5213
41 C 5.2681 -1.0568 4.8113
42 C 6.1811 -2.2147 4.5179
43 Br 5.3825 -3.9071 5.0457
44 H 4.8111 -1.1117 5.7937
45 H 5.8093 -0.1171 4.7155
46 H 7.1005 -2.1337 5.0934
47 H 6.4226 -2.3021 3.4638
48 Br -6.3647 -0.2613 -0.8789
49 C -5.3264 -1.1025 -2.2922
50 C -4.9251 -2.5053 -1.9356
51 Br -3.4582 -2.5343 -0.6579
52 H -4.4717 -0.4598 -2.4803
53 H -5.9782 -1.1147 -3.1622
54 H -4.5512 -3.0231 -2.8163
55 H -5.7335 -3.0797 -1.4939
56 Br 0.4086 0.5375 -6.1421
57 C 0.1629 -1.2550 -6.8594
58 C -1.2911 -1.6500 -6.8557
59 Br -1.8713 -2.1208 -5.0624
60 H 0.7765 -1.9245 -6.2654
61 H 0.5507 -1.2137 -7.8747
62 H -1.4498 -2.5431 -7.4558
63 H -1.9446 -0.8588 -7.2076
64 Br 4.8490 0.2287 -0.8528
65 C 4.6700 -1.6885 -1.1280
66 C 4.8773 -2.0634 -2.5714
67 Br 3.3320 -1.6125 -3.6683
68 H 3.6886 -1.9678 -0.7589
69 H 5.4346 -2.1451 -0.5040
70 H 4.9964 -3.1399 -2.6696
71 H 5.7299 -1.5616 -3.0160
72 Br -5.7425 -2.7833 -5.8642
73 C -7.3736 -1.9223 -6.4899
74 C -7.9239 -0.9656 -5.4691
75 Br -8.8072 -1.8987 -4.0088
76 H -8.0686 -2.7144 -6.7435
77 H -7.0896 -1.3867 -7.3936
78 H -8.6896 -0.3362 -5.9167
79 H -7.1555 -0.3418 -5.0232
80 Br -2.4476 -5.6545 2.6617
81 C -4.0071 -4.5231 2.9242
82 C -5.2914 -5.2877 2.7441
83 Br -5.6654 -5.6131 0.8659
84 H -3.9156 -3.6962 2.2270
85 H -3.9264 -4.1530 3.9437
86 H -6.1326 -4.7035 3.1099
87 H -5.2805 -6.2549 3.2351
88 Br -7.9114 0.1867 -10.0338
89 C -8.1988 -1.5938 -10.7629
90 C -9.6543 -1.9784 -10.7462
91 Br -10.2424 -2.4508 -8.9559
92 H -7.5833 -2.2723 -10.1814
93 H -7.8283 -1.5514 -11.7844
94 H -9.8167 -2.8676 -11.3508
95 H -10.3060 -1.1823 -11.0899
96 Br -1.3584 8.0382 3.9362
97 C -2.7507 9.1828 4.6868
98 C -4.1105 8.5351 4.6819
99 Br -4.8882 8.5213 2.8966
100 H -2.7243 10.1018 4.1114
101 H -2.4375 9.3837 5.7092
102 H -4.8117 9.0968 5.2953
103 H -4.0810 7.5043 5.0176
104 Br 5.3894 -6.0893 1.5171
105 C 3.8911 -6.4364 2.7048
106 C 2.9023 -7.3917 2.0935
107 Br 1.8055 -6.5284 0.7384
108 H 3.4528 -5.4730 2.9441
109 H 4.3306 -6.8670 3.6019
110 H 2.2025 -7.7451 2.8472
111 H 3.3811 -8.2395 1.6153
112 Br 6.6094 -7.1499 9.1016
113 C 7.9986 -5.7904 9.0473
114 C 8.0191 -5.0675 7.7277
115 Br 8.8249 -6.1448 6.3252
116 H 8.9362 -6.2908 9.2647
117 H 7.7583 -5.1006 9.8531
118 H 8.6369 -4.1745 7.7953
119 H 7.0271 -4.7966 7.3810

Atoms 1-3, force components in eV/Å:
C -0.2 -0.4 -0.2
N -0.1 1.0 -0.2
C 0.1 -0.9 0.1

---

[2]
ORCA calculation (ωB97M-V/def2-TZVPD) on a 11-piece molecular cluster, C30H60BCl20NO6 overall in a non-equilibrium geometry.

As for the maximum force: 8.9 eV/A. The value obtained for the frontier orbital gap is 9.8191 eV. The SMILES is CCOB(O)N(CCCCCOC(C)=O)C(=O)O.ClCCCl.ClCCCl.ClCCCl.ClCCCl.ClCCCl.ClCCCl.ClCCCl.ClCCCl.ClCCCl.ClCCCl. The value obtained for the calculated total energy is -296980.7892 eV.

Positions of all 118 atoms, in Å:
1 C 3.8686 -3.3480 1.7100
2 C 5.0732 -2.2467 1.3707
3 O 4.9755 -1.6645 0.0235
4 B 4.0912 -0.4566 0.0163
5 O 2.6599 -0.6468 0.4427
6 N 4.5488 0.9159 -0.4424
7 C 4.5844 1.9327 0.6766
8 C 3.1185 2.4489 1.1978
9 C 2.9385 1.8566 2.7428
10 C 1.4115 1.9834 3.3262
11 C 0.2576 1.3237 2.3207
12 O -0.3194 2.3053 1.3791
13 C -1.7054 1.8240 1.1193
14 C -2.0274 0.4579 0.2111
15 O -2.7659 2.5242 1.5917
16 C 3.8061 1.4071 -1.6652
17 O 4.0561 2.6638 -2.0973
18 O 2.7803 0.6030 -2.4094
19 H 3.2013 -3.5902 0.7575
20 H 4.3600 -4.3431 2.1474
21 H 3.1448 -2.8531 2.5081
22 H 6.0843 -2.8749 1.4615
23 H 5.0831 -1.4602 2.2469
24 H 2.2414 -1.3447 -0.1426
25 H 5.2982 2.8165 0.3121
26 H 5.1506 1.4229 1.5949
27 H 3.1599 3.6366 1.2468
28 H 2.2172 2.1789 0.4976
29 H 3.2868 0.7163 2.6838
30 H 3.7066 2.4643 3.4215
31 H 1.3811 1.3253 4.3213
32 H 1.1165 3.0811 3.6792
33 H -0.6110 0.9649 3.0563
34 H 0.6316 0.3379 1.7833
35 H -1.0595 -0.2308 0.1007
36 H -2.4166 0.7854 -0.8566
37 H -2.8931 -0.1847 0.6999
38 H 1.9079 0.7977 -1.9155
39 Cl 0.6881 -1.1056 -3.6383
40 C 1.8024 -0.5146 -4.8962
41 C 1.6603 -1.2866 -6.1982
42 Cl 2.2397 -2.9648 -6.0518
43 H 2.8216 -0.5732 -4.5018
44 H 1.5618 0.5400 -5.0614
45 H 2.2607 -0.8116 -6.9795
46 H 0.6206 -1.3152 -6.5386
47 Cl 7.1204 -0.7922 3.1605
48 C 8.5663 0.2483 3.1540
49 C 8.2747 1.6402 3.6916
50 Cl 7.2279 2.5783 2.5972
51 H 8.9543 0.2841 2.1313
52 H 9.3130 -0.2444 3.7839
53 H 9.2077 2.2015 3.7954
54 H 7.7909 1.6004 4.6724
55 Cl -0.2508 -5.4519 -2.8609
56 C -0.2690 -5.1129 -4.6096
57 C -1.6649 -5.2242 -5.2018
58 Cl -2.2565 -6.9045 -5.2181
59 H 0.4312 -5.7991 -5.0959
60 H 0.1088 -4.0940 -4.7379
61 H -1.6564 -4.8816 -6.2405
62 H -2.3871 -4.6157 -4.6489
63 Cl -6.4166 -2.3061 -2.7400
64 C -5.0830 -1.2147 -2.2886
65 C -4.0656 -1.0576 -3.4074
66 Cl -3.1423 -2.5543 -3.6919
67 H -4.6214 -1.6024 -1.3752
68 H -5.5331 -0.2447 -2.0568
69 H -3.3397 -0.2832 -3.1436
70 H -4.5431 -0.7694 -4.3490
71 Cl -1.5410 1.2352 5.4273
72 C -2.4602 2.7040 5.8409
73 C -2.5985 3.6474 4.6567
74 Cl -1.0434 4.3877 4.2013
75 H -1.9630 3.1887 6.6868
76 H -3.4500 2.3748 6.1713
77 H -3.2765 4.4670 4.9117
78 H -3.0005 3.1347 3.7775
79 Cl -1.3622 -2.5480 -8.0613
80 C -0.7803 -2.4331 -9.7411
81 C 0.7377 -2.4089 -9.8227
82 Cl 1.4226 -0.9009 -9.1665
83 H -1.2228 -1.5402 -10.1934
84 H -1.1669 -3.3094 -10.2701
85 H 1.0548 -2.4720 -10.8676
86 H 1.1840 -3.2482 -9.2806
87 Cl -2.5491 -3.2247 9.4832
88 C -2.5608 -1.6991 8.5636
89 C -1.1676 -1.2885 8.1144
90 Cl -0.1353 -0.8034 9.4829
91 H -3.0263 -0.9300 9.1877
92 H -3.2000 -1.8613 7.6904
93 H -1.2320 -0.4257 7.4452
94 H -0.6620 -2.0976 7.5783
95 Cl 1.0378 5.9215 -1.1959
96 C 1.6197 6.0364 -2.8757
97 C 3.1377 6.0606 -2.9573
98 Cl 3.8226 7.5686 -2.3011
99 H 1.1772 6.9293 -3.3280
100 H 1.2331 5.1601 -3.4047
101 H 3.4548 5.9974 -4.0022
102 H 3.5840 5.2213 -2.4152
103 Cl -6.6805 1.5143 -0.2485
104 C -8.2285 2.2990 -0.6499
105 C -8.8322 1.7546 -1.9347
106 Cl -7.8840 2.2143 -3.3710
107 H -8.0565 3.3781 -0.7108
108 H -8.9057 2.1093 0.1883
109 H -9.8373 2.1626 -2.0751
110 H -8.9083 0.6631 -1.9136
111 Cl -6.2829 -3.1701 6.4649
112 C -5.7010 -3.0552 4.7851
113 C -4.1830 -3.0310 4.7035
114 Cl -3.4981 -1.5230 5.3597
115 H -6.1435 -2.1623 4.3328
116 H -6.0876 -3.9315 4.2561
117 H -3.8659 -3.0942 3.6586
118 H -3.7367 -3.8703 5.2456

Atoms 1-3, force components in eV/Å:
C -0.2 0.5 0.1
C -0.2 -2.2 1.3
O -1.7 3.1 1.7

---

[3]
ORCA calculation (ωB97M-V/def2-TZVPD) on C30H60BCl2N2O12P2S3 as an isolated structure in a non-equilibrium geometry.

As for the maximum force: 3.7 eV/A. The value obtained for the frontier orbital gap is 8.0206 eV. The net charge is +1. The value obtained for the calculated total energy is -136433.8314 eV.

Positions of all 112 atoms, in Å:
1 C -1.3183 5.3951 -5.2543
2 C -0.6503 4.9096 -6.5660
3 C 0.0108 3.5147 -6.4404
4 C 1.4071 3.5584 -5.7480
5 C 1.3466 3.3029 -4.2178
6 C 1.5786 1.8117 -3.8420
7 C 0.2495 1.0360 -4.1002
8 C 0.1763 -0.3088 -3.3075
9 C -1.2918 -0.7687 -2.9880
10 Cl -1.9115 -0.8675 -4.7356
11 C -2.0778 0.3320 -2.1773
12 C -1.2212 1.2388 -1.2655
13 C -1.3329 2.7751 -1.5236
14 O -0.0773 3.3933 -1.3873
15 C 0.3718 3.4134 -0.0311
16 C 1.7331 2.6972 0.1407
17 N -3.3094 -0.2362 -1.4659
18 P -4.4321 1.1348 -0.7097
19 O -3.6312 1.8652 0.4897
20 Cl -4.5847 2.6686 -2.1149
21 P -4.5604 -0.9288 -2.6480
22 O -4.7164 0.0840 -3.8916
23 O -5.9773 -0.8547 -1.8522
24 S -4.3661 -2.7088 -3.2850
25 C -2.9001 -1.2906 -0.4740
26 C -3.1125 -1.1137 1.0438
27 C -2.0175 -0.5115 1.9274
28 C -0.6983 -0.9276 2.0071
29 C 0.2293 -0.3379 2.8831
30 C -0.1596 0.6724 3.7418
31 C -1.4899 1.0841 3.6809
32 C -2.3760 0.5058 2.8147
33 C -1.5189 -1.9087 -0.8510
34 N -1.3712 -2.0248 -2.3003
35 C -0.5227 -3.1244 -2.7470
36 B -1.2342 -4.1477 -3.7841
37 O -1.0751 -4.0814 -5.1570
38 O -2.0938 -5.1248 -3.2846
39 H -2.2719 5.8946 -5.4686
40 H -0.6571 6.0770 -4.7080
41 H -1.5757 4.5416 -4.6090
42 H 0.1010 5.6167 -6.9381
43 H -1.4490 4.8028 -7.3146
44 H 0.1348 3.0376 -7.4229
45 H -0.7066 2.8918 -5.8831
46 H 2.1130 2.8785 -6.2409
47 H 1.7610 4.5933 -5.8738
48 H 2.0877 3.8966 -3.6663
49 H 0.3459 3.6056 -3.8910
50 H 1.8135 1.6903 -2.7778
51 H 2.3894 1.3973 -4.4544
52 H -0.6349 1.6638 -3.9621
53 H 0.2856 0.7595 -5.1611
54 H 0.8133 -0.3067 -2.4113
55 H 0.6056 -1.0457 -3.9940
56 H -2.4889 0.9715 -2.9728
57 H -1.5016 0.9939 -0.2253
58 H -0.1443 1.0551 -1.2611
59 H -2.0610 3.2629 -0.8595
60 H -1.6608 2.9537 -2.5564
61 H 0.5195 4.4421 0.3312
62 H -0.3736 2.9635 0.6439
63 H 1.9156 1.9688 -0.6559
64 H 2.5650 3.4112 0.1607
65 H 1.7620 2.1843 1.1129
66 H -3.6183 2.8319 0.3885
67 H -5.2956 -0.3856 -4.5158
68 H -6.6349 -0.4758 -2.4588
69 H -3.5754 -2.1339 -0.7027
70 H -4.0607 -0.6446 1.3450
71 H -3.2342 -2.1346 1.4471
72 H -0.3566 -1.7456 1.3782
73 H 1.2698 -0.6501 2.9541
74 H 0.5148 1.1390 4.4555
75 H -1.8661 1.8547 4.3545
76 H -3.4107 0.8528 2.8207
77 H -1.4974 -2.8608 -0.3180
78 H -0.6879 -1.2580 -0.5300
79 H 0.4699 -2.8853 -3.1588
80 H -0.3111 -3.7579 -1.8704
81 H -0.1465 -4.2456 -5.3732
82 H -1.6145 -5.8855 -2.9370
83 O 2.1981 -5.2090 0.7700
84 S 2.4120 -4.6562 2.0742
85 O 2.4589 -3.2402 2.2766
86 O 3.6965 -5.3283 2.7190
87 C 4.9295 -5.3065 1.9700
88 C 5.6181 -3.9585 2.0480
89 C 1.2322 -5.3409 3.1891
90 H 4.7491 -5.6010 0.9349
91 H 5.5668 -6.0683 2.4154
92 H 5.0442 -3.1924 1.5264
93 H 6.6069 -4.0111 1.5921
94 H 5.7207 -3.6376 3.0848
95 H 1.2237 -6.4213 3.0714
96 H 0.2592 -4.9252 2.9348
97 H 1.5055 -5.0616 4.2035
98 O 2.4271 0.0838 6.4749
99 S 1.6632 0.0287 7.6862
100 O 0.7789 1.0903 8.0526
101 O 2.6430 -0.2751 8.9000
102 C 3.7930 0.5761 9.0781
103 C 3.4281 1.8969 9.7262
104 C 0.7746 -1.4912 7.7357
105 H 4.3023 0.7291 8.1251
106 H 4.4767 0.0288 9.7249
107 H 2.8187 2.5074 9.0600
108 H 4.3287 2.4595 9.9733
109 H 2.8500 1.7329 10.6358
110 H 1.4583 -2.3049 7.5080
111 H -0.0116 -1.4358 6.9850
112 H 0.3408 -1.6116 8.7252

Atoms 1-3, force components in eV/Å:
C 0.1 0.0 -0.3
C -0.4 -0.8 0.0
C 0.3 0.1 0.1

---

[4]
ORCA calculation (ωB97M-V/def2-TZVPD) on a 10-piece molecular cluster, C30H60O30 overall in a non-equilibrium geometry.

As for the maximum force: 11.2 eV/A. The value obtained for the frontier orbital gap is 10.3420 eV. As for the energy above the lowest of the compared OMol25 structures with the same formula, charge and spin: 1705.7 kJ/mol. The SMILES is COC(=O)OC.COC(=O)OC.COC(=O)OC.COC(=O)OC.COC(=O)OC.COC(=O)OC.COC(=O)OC.COC(=O)OC.COC(=O)OC.COC(=O)OC. The value obtained for the calculated total energy is -93490.1716 eV.

Positions of all 120 atoms, in Å:
1 C 28.2790 29.2840 38.4210
2 O 27.7130 29.1530 39.7270
3 C 26.8820 30.0260 40.2200
4 O 26.5230 31.0320 39.5980
5 O 26.4520 29.9230 41.4740
6 C 25.3140 30.8660 41.8030
7 H 27.7090 29.0120 37.4870
8 H 29.1940 28.5170 38.4440
9 H 28.7380 30.1460 38.2320
10 H 24.5940 30.3020 41.1620
11 H 25.2960 31.8570 41.5820
12 H 25.0760 30.6680 42.7930
13 C 34.1360 24.2780 30.1660
14 O 34.1980 24.5400 31.6380
15 C 33.1180 24.6980 32.2390
16 O 32.0170 24.7590 31.6310
17 O 33.1840 24.8090 33.4980
18 C 31.9110 25.2540 34.1800
19 H 35.0130 23.7110 29.7870
20 H 33.7950 25.1550 29.6270
21 H 33.5420 23.3250 30.0660
22 H 31.7400 26.2770 34.1250
23 H 32.0160 25.1480 35.2820
24 H 31.0740 24.9580 33.6720
25 C 28.7030 19.8480 34.8600
26 O 28.9870 19.7750 33.4070
27 C 29.6570 20.8050 32.8170
28 O 30.1950 21.6940 33.4900
29 O 29.6630 20.8180 31.5120
30 C 30.1230 21.9610 30.8520
31 H 29.4100 19.6870 35.4560
32 H 28.1250 19.0580 34.7250
33 H 27.8860 20.4870 34.9990
34 H 31.2430 22.2580 30.7860
35 H 29.7430 23.0200 31.1170
36 H 30.0960 21.9280 29.8230
37 C 26.3630 20.7160 31.6500
38 O 25.7220 19.4220 31.5650
39 C 24.4550 19.2920 31.4910
40 O 23.6890 20.2220 31.2160
41 O 24.1370 17.9660 31.4080
42 C 22.7550 17.6770 31.2690
43 H 25.8480 21.5390 31.1180
44 H 27.3170 20.9690 31.1570
45 H 26.4790 20.9360 32.5970
46 H 22.5350 16.5350 31.5190
47 H 22.4930 17.8470 30.1490
48 H 22.2830 18.3320 32.0920
49 C 32.7010 24.7750 41.3260
50 O 33.2850 25.1940 40.1180
51 C 34.3420 24.5920 39.5910
52 O 34.9040 23.6810 40.2030
53 O 34.7340 24.8300 38.3440
54 C 35.8920 24.1920 37.8210
55 H 31.4730 25.1250 41.4350
56 H 33.1160 25.2300 42.1560
57 H 32.7400 23.9030 41.5610
58 H 36.1510 24.3630 36.6960
59 H 35.7680 23.1900 37.7830
60 H 36.8240 24.3650 38.6040
61 C 35.5570 19.2920 36.2480
62 O 34.2240 19.3080 36.7240
63 C 33.5700 20.4790 36.8280
64 O 34.1610 21.5270 36.5960
65 O 32.3090 20.4290 37.1240
66 C 31.5090 21.6190 36.9470
67 H 36.2550 19.8240 37.1280
68 H 35.8290 19.7540 35.2130
69 H 35.9140 18.2870 36.2910
70 H 31.3350 22.0340 35.9420
71 H 32.0610 22.3880 37.5220
72 H 30.4550 21.3420 37.4330
73 C 33.6320 27.6180 36.8250
74 O 32.4590 28.1740 37.4160
75 C 32.6710 29.0350 38.4150
76 O 33.8050 29.3390 38.9430
77 O 31.6560 29.6500 38.9020
78 C 31.6260 30.6790 39.8130
79 H 34.4510 27.4350 37.5480
80 H 34.1680 28.2110 36.1060
81 H 33.5490 26.6590 36.2610
82 H 32.2350 30.5150 40.7490
83 H 30.8490 30.9020 40.2150
84 H 32.0640 31.5800 39.5320
85 C 33.4750 20.5030 41.0430
86 O 32.4160 21.2800 40.3920
87 C 31.1720 21.0680 40.7070
88 O 30.7580 20.4110 41.5960
89 O 30.2910 21.8450 39.8960
90 C 28.9110 21.8360 40.1550
91 H 32.9710 19.9000 41.8420
92 H 34.2980 21.0450 41.2300
93 H 33.8880 19.7360 40.1200
94 H 28.3300 20.9310 40.0150
95 H 28.4780 22.6120 39.3710
96 H 28.5190 22.1780 41.2110
97 C 28.1480 23.5130 34.6540
98 O 28.8620 23.4730 35.9120
99 C 29.4210 24.5610 36.5500
100 O 29.2550 25.6710 36.0150
101 O 30.0870 24.3730 37.6540
102 C 30.5500 25.4030 38.4200
103 H 27.6640 22.4640 34.3330
104 H 28.9160 23.7560 33.8980
105 H 27.5250 24.3200 34.5220
106 H 30.9920 25.2080 39.5310
107 H 29.7240 26.2230 38.4890
108 H 31.4850 25.8310 37.8460
109 C 26.7860 24.7470 30.8190
110 O 26.7350 25.2970 32.1220
111 C 27.7590 26.1400 32.4620
112 O 28.7760 26.2480 31.6540
113 O 27.5940 26.9040 33.4220
114 C 28.5730 27.7840 33.7420
115 H 25.8960 23.9560 30.5770
116 H 27.6950 24.1240 30.9170
117 H 26.7660 25.3660 30.0320
118 H 28.9580 28.2500 32.5630
119 H 29.3870 27.3450 34.1650
120 H 28.3230 28.6410 34.3870

Atoms 1-3, force components in eV/Å:
C 1.1 -5.4 -0.5
O 0.1 -1.7 0.8
C -1.6 4.8 -1.4